#i
Density functional theory data (ωB97M-V/def2-TZVPD) for 2 unconnected molecules or ions with the total composition C5H9PSi.

Positions of all 16 atoms, in Å:
P  -2.33158  -0.49217  -0.70044
Si  0.68487  2.08334  0.97045
C  1.52371  -1.52902  -0.62775
C  0.92870  -0.29077  -0.73305
C  2.07797  -0.39645  1.29419
C  1.14499  0.41056  0.51917
C  2.25763  -1.57365  0.61478
H  0.46302  0.01230  -1.58624
H  -3.32361  0.20789  0.09518
H  2.17136  -0.30858  2.35685
H  -2.43136  -1.64316  -0.06015
H  1.53072  3.18122  1.61616
H  -1.25080  -0.12714  0.25024
H  2.75805  -2.49771  0.97111
H  1.64424  -2.43756  -1.24252
H  -0.55627  2.80050  0.47987

Calculated values
E_LUMO	-1.315	eV
multiplicity	1
highest occupied orbital energy	-0.296	Eh
frontier orbital gap	6.73	eV
structure (SMILES)	[SiH2]=C1C=CC=C1.P

#ii
Density functional theory data (ωB97M-V/def2-TZVPD) for C5H9PSi in the gas phase.

Positions of all 16 atoms, in Å:
P  -0.12095  -2.54587  -0.72980
Si  -0.39397  -0.24324  -1.71025
C  0.67181  1.41253  2.03517
C  -0.16249  0.70489  -0.10581
C  -0.60858  1.94971  1.80401
C  0.98719  0.49488  0.84987
C  -1.05787  1.60046  0.49142
H  1.29305  1.75512  2.93550
H  -1.96112  1.85339  -0.05773
H  0.89121  -3.66703  -1.09690
H  -0.91130  -3.21900  -1.68983
H  1.89412  1.00045  0.25996
H  -1.15874  2.53404  2.61726
H  0.49206  0.36193  -2.71816
H  1.22047  -0.57323  1.04179
H  -1.74999  -0.39149  -2.34964

Calculated values
E_LUMO	0.175	eV
multiplicity	1
highest occupied orbital energy	-0.311	Eh
frontier orbital gap	8.65	eV
structure (SMILES)	P[SiH2]C1=CC=CC1

Least stable structure: #i

#i
Density functional theory data (ωB97M-V/def2-TZVPD) for 6 unconnected molecules or ions with the total composition C3H16O5.

Positions of all 24 atoms, in Å:
O  -0.96042  -2.80552  1.80826
O  2.22290  3.07440  0.74791
O  3.00636  2.37026  -2.83856
O  1.63232  -0.71369  2.49979
O  -3.19237  -2.31121  0.03213
C  -0.80608  0.27109  -0.61498
C  -1.82398  1.08570  -0.39090
C  -0.59787  -0.53162  -1.85342
H  0.05741  -0.05761  -2.58497
H  -1.90084  1.71932  0.48552
H  -0.10264  0.07094  0.19269
H  1.57857  -0.60306  3.45775
H  2.11655  2.64352  -3.07874
H  -3.79616  -1.68819  -0.38095
H  -0.16849  -1.52483  -1.67789
H  2.88391  2.67248  1.33094
H  -2.68448  1.23024  -1.03411
H  -1.51773  -0.73264  -2.39738
H  1.56261  2.36839  0.70324
H  0.98182  -1.43131  2.40548
H  -1.57002  -2.20150  1.36499
H  2.98186  2.41936  -1.85466
H  -1.55555  -3.52013  2.05622
H  -2.41119  -2.31825  -0.53274

Calculated values
E_LUMO	0.425	eV
multiplicity	1
highest occupied orbital energy	-0.372	Eh
frontier orbital gap	10.54	eV
structure (SMILES)	C=CC.O.O.O.O.O

#ii
Density functional theory data (ωB97M-V/def2-TZVPD) for 5 unconnected molecules or ions with the total composition C3H16O5.

Positions of all 24 atoms, in Å:
O  0.84330  2.10130  0.67845
O  2.20332  -1.74622  -2.19228
O  2.13407  0.75455  -1.39331
O  -0.95480  -0.87571  -2.59353
O  -2.18400  -0.31779  -0.18926
C  0.10839  0.03371  1.49233
C  -0.83363  -0.70671  2.48514
C  -0.38113  1.41057  1.21611
H  -1.21002  -0.75308  -3.51357
H  -1.03700  1.44099  0.35827
H  -0.39890  -1.65573  -2.57864
H  -2.44274  -0.99581  0.42942
H  1.10213  0.01417  1.91743
H  -1.53437  -0.46097  -0.88585
H  -0.69968  2.08749  2.00345
H  1.45187  1.15725  -0.81758
H  0.59811  3.02533  0.56676
H  -0.46433  -0.89664  3.49490
H  0.12353  -0.59731  0.61339
H  2.25364  -0.80182  -1.96450
H  -1.07988  -1.70138  2.11387
H  2.84275  1.40246  -1.41229
H  -1.72487  -0.09214  2.62578
H  1.28424  -1.82649  -2.45449

Calculated values
E_LUMO	0.485	eV
multiplicity	1
highest occupied orbital energy	-0.383	Eh
frontier orbital gap	10.92	eV
structure (SMILES)	CCCO.O.O.O.O

Least stable structure: #ii

#i
Density functional theory data (ωB97M-V/def2-TZVPD) for a molecular structure, CH3IS.

Positions of all 6 atoms, in Å:
I  1.49967  0.52544  2.05245
S  -1.11284  0.77667  -0.52607
C  -0.10304  -0.51735  -0.03520
H  0.60440  -0.92845  -0.72479
H  -0.58776  -1.17072  0.67093
H  -0.30043  1.31442  -1.43731

Calculated values
E_LUMO (alpha / beta)	-1.497 / -1.494	eV
multiplicity	1
highest occupied orbital energy (alpha / beta)	-0.321 / -0.321	Eh
frontier orbital gap (alpha / beta)	7.23 / 7.23	eV

#ii
Density functional theory data (ωB97M-V/def2-TZVPD) for CH3IS in the gas phase.

Positions of all 6 atoms, in Å:
I  -2.34495  -0.01864  -0.11919
S  0.80233  1.26869  -0.06821
C  -0.13516  -0.25787  0.22713
H  1.62043  0.59735  -0.78744
H  -0.07240  -1.01744  -0.54987
H  0.12975  -0.57208  1.29757

Calculated values
E_LUMO	-0.005	eV
multiplicity	1
highest occupied orbital energy	-0.344	Eh
frontier orbital gap	9.36	eV
structure (SMILES)	SCI

Least stable structure: #i

#i
Density functional theory data (ωB97M-V/def2-TZVPD) for a molecular structure, C3H3NO2S2.

Positions of all 11 atoms, in Å:
S  0.67793  0.35851  -0.90866
S  -0.89526  -0.81359  0.92055
O  -2.67158  -1.52855  -0.46423
O  -4.11696  1.33433  0.60275
N  -1.86094  -1.03649  -1.38941
C  -0.82834  -0.46825  -0.82371
C  0.65163  0.24444  0.86130
C  -4.15846  0.22422  0.87476
H  -2.21124  -0.65216  -2.21604
H  0.48034  1.12105  1.52277
H  1.52749  -0.27433  1.25741

Calculated values
E_LUMO (alpha / beta)	0.162 / 0.162	eV
multiplicity	1
highest occupied orbital energy (alpha / beta)	-0.308 / -0.308	Eh
frontier orbital gap (alpha / beta)	8.55 / 8.55	eV

#ii
Density functional theory data (ωB97M-V/def2-TZVPD) for C3H3NO2S2 in the gas phase.

Positions of all 11 atoms, in Å:
S  0.28676  0.21751  -1.63796
S  0.72037  -1.50824  0.84468
O  0.61837  1.74275  1.92760
O  -1.13438  1.66610  0.48566
N  -0.65044  -1.15049  -1.49660
C  0.97927  0.30612  0.06729
C  -0.41308  -1.80417  -0.41628
C  0.05172  1.33181  0.92683
H  -1.18299  -2.62502  -0.31109
H  -1.24760  1.14331  -0.30256
H  1.97200  0.68031  -0.08757

Calculated values
E_LUMO	-0.241	eV
multiplicity	1
highest occupied orbital energy	-0.330	Eh
frontier orbital gap	8.74	eV
structure (SMILES)	O=C(O)[C@H]1SC=NS1

Least stable structure: #i